Computed, not measured: an isolated ion of composition C4H5N3S and charge +2 in a non-equilibrium geometry, with the ωB97M-V functional and the def2-TZVPD basis.

Electronic energy ... -716.96561 Eh
Kohn-Sham gap (spin up / spin down) ... 5.71 / 8.28 eV
LUMO (spin up / spin down) ... -12.2140 / -11.4715 eV
Maximum force ... 0.0902 hartree/bohr
Charge ... +2

XYZ file:
```
13
Properties=species:S:1:pos:R:3:forces:R:3
C -0.051 -0.858 0.884 0.4 -0.1 -1.0
H -1.535 -0.166 1.602 -1.9 0.9 0.4
S -1.954 0.869 -1.872 -0.4 0.6 0.1
C -0.685 0.025 -2.450 2.5 -3.0 2.2
H -0.104 1.589 -0.303 -1.3 -0.6 -0.3
C 1.218 -1.002 -1.261 -2.0 0.1 0.2
H 2.087 -1.267 -1.704 3.1 -1.1 -0.9
C -1.137 1.124 -0.183 2.8 -0.6 0.0
N 0.265 -0.632 -2.066 -3.1 3.0 -1.8
H -1.697 1.809 0.320 -1.9 2.4 0.9
N -1.002 0.028 0.780 2.3 -2.1 -1.3
N 1.009 -1.133 0.048 -2.7 1.6 0.2
H 1.706 -1.583 0.547 2.3 -1.0 1.3
```
Positions in Å, forces in eV/Å.

Computed, not measured: an isolated ion of composition C4H5N4 and charge +1 in a non-equilibrium geometry, with the ωB97M-V functional and the def2-TZVPD basis.

Electronic energy ... -374.03853 Eh
Kohn-Sham gap ... 8.80 eV
LUMO ... -7.4676 eV
Maximum force ... 0.1161 hartree/bohr
SMILES ... C[C@@]1(C#N)N=NC=[NH+]1
Charge ... +1

XYZ file:
```
13
Properties=species:S:1:pos:R:3:forces:R:3
C -0.409 1.817 0.742 -0.7 -1.4 5.8
H -1.430 -0.719 -1.553 1.2 -0.7 1.5
N -0.251 0.499 1.070 -1.0 2.3 -1.7
N 2.557 -1.286 0.511 0.4 -0.5 0.1
H -0.414 -0.185 1.810 -0.4 1.2 0.8
H -0.726 2.624 1.608 0.7 -2.1 -2.7
H -0.904 -1.942 -0.182 -0.2 0.5 -0.6
H 0.039 -1.688 -1.599 1.2 -0.3 -0.8
C 1.539 -0.860 0.217 -1.5 2.0 -0.5
C 0.226 -0.129 -0.111 2.4 -1.3 -1.4
C -0.576 -1.174 -0.920 -3.2 0.4 0.8
N -0.020 2.053 -0.562 -0.6 1.1 0.5
N 0.369 0.990 -1.030 1.6 -1.4 -1.7
```
Positions in Å, forces in eV/Å.

Computed, not measured: one molecule with the formula C4H5N5O3 in a non-equilibrium geometry, with the ωB97M-V functional and the def2-TZVPD basis.

Electronic energy ... -654.74956 Eh
Kohn-Sham gap ... 8.67 eV
LUMO ... -0.0786 eV
Maximum force ... 0.0859 hartree/bohr
SMILES ... N/C(=N/c1ccn[nH]1)O[N+](=O)[O-]
Charge ... 0

XYZ file:
```
17
Properties=species:S:1:pos:R:3:forces:R:3
N -2.051 1.789 -0.265 -3.1 -1.2 -0.1
C 1.762 -0.748 0.906 -0.1 -2.6 -3.5
C -1.298 0.682 -0.216 -0.4 -1.6 -1.7
C 0.772 -0.442 0.033 -0.2 -1.4 -1.0
H -3.102 1.605 -0.104 2.5 0.8 -0.3
H 2.046 -0.308 1.753 0.8 1.8 3.1
N -0.164 0.499 0.227 -0.2 2.1 0.6
O -3.340 -0.612 0.477 -0.4 0.1 0.0
H 0.350 -1.436 -1.896 0.0 0.2 0.8
H 3.197 -2.526 0.840 -1.8 1.2 -1.5
H -1.628 2.525 0.206 0.4 1.7 1.1
O -3.458 -1.857 -1.279 0.5 0.5 -0.4
N 1.758 -2.271 -0.769 1.4 -1.7 -1.1
O -1.855 -0.319 -1.121 -0.6 -0.8 -0.4
C 2.343 -1.907 0.320 2.7 -1.0 3.4
N 0.819 -1.409 -0.988 -1.8 2.0 0.0
N -3.001 -0.978 -0.620 0.5 -0.1 0.9
```
Positions in Å, forces in eV/Å.

Computed, not measured: one molecule with the formula C4H5NO in a non-equilibrium geometry, with the ωB97M-V functional and the def2-TZVPD basis.

Electronic energy ... -285.16458 Eh
Kohn-Sham gap (spin up / spin down) ... 7.13 / 7.13 eV
LUMO (spin up / spin down) ... -0.6095 / -0.6093 eV
Maximum force ... 0.0619 hartree/bohr
Charge ... 0

XYZ file:
```
11
Properties=species:S:1:pos:R:3:forces:R:3
C -2.500 -0.863 0.807 -0.7 -0.7 0.0
O 1.094 -1.030 -0.273 -2.4 0.5 -0.8
C -0.139 -0.683 -0.515 3.0 -0.7 -0.8
N -0.942 0.147 -0.355 1.0 1.0 -1.3
H -3.519 -0.731 1.115 -0.9 0.0 0.9
C 1.515 -0.297 0.905 1.0 -0.8 -1.2
H 1.606 0.742 0.745 0.1 1.1 -0.7
C -2.167 0.258 0.130 -2.1 1.7 0.8
H 2.433 -0.783 1.014 1.6 -0.2 1.2
H 0.814 -0.465 1.639 -1.3 -0.6 2.0
H -2.694 1.251 -0.005 0.6 -1.4 -0.2
```
Positions in Å, forces in eV/Å.

Computed, not measured: one molecule with the formula C4H5NO in a non-equilibrium geometry, with the ωB97M-V functional and the def2-TZVPD basis.

Electronic energy ... -285.39613 Eh
Kohn-Sham gap ... 11.00 eV
LUMO ... 0.5476 eV
Maximum force ... 0.0223 hartree/bohr
SMILES ... CC(=O)CC#N
Charge ... 0

XYZ file:
```
11
Properties=species:S:1:pos:R:3:forces:R:3
N -1.927 -2.548 -0.139 0.5 1.0 -0.3
H 1.791 0.877 1.422 -0.1 0.0 -0.1
C -1.419 -1.540 -0.390 -0.4 -0.8 0.2
H 1.323 1.814 -0.014 0.0 -0.1 0.0
O -0.711 0.370 1.593 0.3 0.0 -0.4
H -1.483 0.452 -1.051 0.1 -0.1 0.1
H -0.018 -0.433 -1.503 -0.1 0.0 0.1
C -0.082 0.307 0.566 -0.2 0.0 0.4
H 1.933 0.165 -0.217 -0.1 0.1 0.1
C 1.335 0.812 0.432 0.0 0.0 0.1
C -0.743 -0.277 -0.698 0.0 0.0 -0.1
```
Positions in Å, forces in eV/Å.

Computed, not measured: C4H5NO as an isolated structure in a non-equilibrium geometry, with the ωB97M-V functional and the def2-TZVPD basis.

Electronic energy ... -285.30869 Eh
Kohn-Sham gap ... 9.47 eV
LUMO ... 0.3632 eV
Maximum force ... 0.0771 hartree/bohr
Charge ... 0

XYZ file:
```
11
Properties=species:S:1:pos:R:3:forces:R:3
C 0.808 -0.057 -0.213 2.3 -3.2 -0.2
H -1.537 0.999 -0.804 -2.2 1.0 -2.1
H -2.175 -0.683 0.975 -0.5 -0.2 0.3
H -0.971 1.766 0.780 -0.2 0.8 -0.6
C -0.808 1.156 -0.108 1.0 -0.4 2.4
C 1.918 -0.845 -0.436 -1.2 2.5 -1.6
H 2.647 -0.389 -1.142 -0.3 -0.2 0.8
C -0.535 -0.220 0.361 -0.3 -1.3 0.6
O 0.503 1.211 -0.661 1.2 0.6 -0.3
H 2.054 -1.918 -0.349 -0.6 0.3 0.8
N -1.269 -1.122 0.855 0.8 0.2 -0.1
```
Positions in Å, forces in eV/Å.

Computed, not measured: C4H5NO as an isolated structure, with the ωB97M-V functional and the def2-TZVPD basis.

Electronic energy ... -285.27538 Eh
Kohn-Sham gap ... 9.21 eV
LUMO ... -0.1882 eV
Maximum force ... 0.0183 hartree/bohr
Charge ... 0

XYZ file:
```
11
Properties=species:S:1:pos:R:3:forces:R:3
H -1.482 -0.788 -0.762 0.1 0.1 0.1
O 1.626 -0.391 1.421 -0.1 0.0 0.0
N -2.156 2.233 -0.263 0.4 -0.8 0.0
C -0.953 -0.095 -0.098 -0.1 0.0 0.1
C 0.528 0.029 -0.465 0.1 -0.1 -0.2
H 0.971 0.572 0.887 0.1 -0.1 -0.1
C -1.630 1.207 -0.189 -0.4 0.7 0.0
H 2.052 -1.630 -0.138 0.0 0.0 0.0
C 1.452 -0.795 0.228 0.0 0.1 0.0
H -1.079 -0.467 0.924 0.0 0.1 -0.1
H 0.673 0.124 -1.545 0.0 0.1 0.2
```
Positions in Å, forces in eV/Å.

Computed, not measured: one molecule with the formula C4H5NO, with the ωB97M-V functional and the def2-TZVPD basis.

Electronic energy ... -285.37206 Eh
Kohn-Sham gap ... 10.75 eV
LUMO ... 0.8573 eV
Maximum force ... 0.0115 hartree/bohr
SMILES ... CC#CC(N)=O
Charge ... 0

XYZ file:
```
11
Properties=species:S:1:pos:R:3:forces:R:3
O -1.719 -0.594 -1.880 0.3 -0.1 0.2
H 1.051 2.716 0.802 0.0 -0.1 0.1
C 0.678 1.888 1.413 0.0 0.0 0.0
H 1.477 1.573 2.092 -0.1 0.0 -0.1
H 0.424 -2.532 -0.571 -0.1 0.1 -0.1
C -0.806 -0.961 -1.164 -0.1 0.1 -0.1
H -0.157 2.264 2.012 0.1 -0.1 -0.1
C 0.226 0.798 0.551 -0.2 -0.4 -0.3
H -0.710 -2.874 -1.849 0.1 0.1 0.1
C -0.184 -0.062 -0.189 0.1 0.5 0.3
N -0.280 -2.216 -1.217 0.0 -0.1 0.0
```
Positions in Å, forces in eV/Å.

The lowest maximum force belongs to which entry?
number 8

What is the maximum force in the fourth record?
0.0619 hartree/bohr

What is the maximum force in the eighth record?
0.0115 hartree/bohr